[1]
The following is a DFT calculation (the ωB97M-V functional and the def2-TZVPD basis) of a cluster of 9 separate species, C31H40O29S in total at a distorted geometry.

Structure (XYZ):
```
101
Properties=species:S:1:pos:R:3:forces:R:3
C -5.848 -1.012 -2.889 0.13 -0.50 -0.14
C -4.551 -0.780 -3.679 -0.01 0.15 0.04
O -3.861 -2.018 -3.926 0.04 0.17 -0.14
C -3.637 0.132 -2.880 -0.23 0.14 0.37
O -2.531 0.635 -3.678 0.10 -0.55 -0.11
C -1.508 -0.204 -3.815 0.37 0.13 0.27
C -0.547 -0.604 -2.949 -0.77 -0.10 -0.47
S -0.349 -0.083 -1.298 0.11 0.42 0.23
C 0.343 -1.512 -3.708 0.85 -0.49 0.36
O 1.296 -2.150 -3.338 -0.77 0.59 -0.31
O -0.076 -1.580 -5.031 -0.27 0.05 0.12
C -1.248 -0.856 -5.141 -0.44 -0.13 -0.79
O -1.923 -0.859 -6.133 0.67 0.07 0.85
H -6.688 -0.487 -3.343 0.09 0.10 0.22
H -6.085 -2.081 -2.888 0.12 0.18 -0.07
H -5.734 -0.712 -1.844 -0.12 0.08 -0.08
H -4.768 -0.296 -4.639 -0.01 -0.06 0.13
H -3.670 -2.069 -4.870 -0.06 -0.02 0.12
H -4.179 1.011 -2.521 0.16 -0.07 -0.21
H -3.242 -0.410 -2.012 -0.03 0.07 -0.12
H -0.538 -1.219 -0.617 0.08 -0.24 -0.28
O 3.536 -8.055 -4.495 0.04 -0.06 0.00
C 2.985 -7.019 -4.310 0.01 0.08 0.04
O 3.277 -5.865 -4.954 -0.04 -0.05 0.02
C 2.274 -4.894 -4.620 -0.04 0.16 -0.08
C 1.755 -5.413 -3.298 0.04 0.17 0.08
O 1.992 -6.824 -3.413 -0.02 -0.01 0.02
H 2.715 -3.906 -4.544 0.10 -0.05 -0.04
H 1.513 -4.891 -5.401 0.00 -0.03 0.01
H 2.328 -5.031 -2.452 -0.05 0.01 0.01
H 0.699 -5.216 -3.138 -0.03 -0.15 0.00
O -8.400 1.656 -3.363 -0.01 -0.04 0.00
C -7.582 2.293 -3.942 -0.02 0.08 0.04
O -7.793 3.506 -4.496 0.01 0.04 -0.02
C -6.528 4.047 -4.907 0.05 0.08 0.00
C -5.685 2.801 -5.072 0.04 0.01 -0.08
O -6.301 1.904 -4.135 0.07 -0.04 -0.08
H -6.654 4.616 -5.824 -0.10 -0.04 -0.01
H -6.146 4.697 -4.119 0.01 -0.02 0.01
H -5.766 2.367 -6.072 -0.03 0.01 0.02
H -4.645 2.948 -4.810 0.12 -0.01 0.14
O -0.249 -0.686 1.639 -0.07 -0.04 0.05
C 0.379 0.023 2.365 -0.02 0.00 -0.06
O -0.024 0.433 3.577 0.02 -0.02 0.03
C 1.079 1.087 4.228 0.13 0.06 0.11
C 1.930 1.513 3.048 0.00 0.08 0.05
O 1.593 0.527 2.060 0.09 0.05 -0.05
H 0.721 1.915 4.830 -0.11 -0.02 -0.07
H 1.582 0.360 4.867 -0.01 -0.01 -0.01
H 1.653 2.496 2.665 -0.02 0.00 0.00
H 2.998 1.487 3.244 0.01 -0.10 -0.06
O 3.375 -3.250 0.579 -0.03 0.11 -0.01
C 3.920 -4.301 0.498 0.12 -0.12 -0.10
O 3.412 -5.392 -0.123 -0.04 0.05 -0.03
C 4.447 -6.375 -0.244 0.04 -0.10 -0.01
C 5.386 -5.983 0.882 0.02 -0.09 0.00
O 5.150 -4.575 0.994 0.00 0.02 0.04
H 4.023 -7.369 -0.140 -0.09 0.04 0.02
H 4.910 -6.279 -1.228 0.01 0.01 0.00
H 5.123 -6.459 1.827 -0.02 0.00 -0.01
H 6.434 -6.164 0.661 0.01 0.10 -0.02
O -3.082 4.331 -3.381 -0.21 -0.03 -0.07
C -1.898 4.191 -3.416 0.06 -0.04 0.01
O -1.213 3.269 -2.725 -0.17 0.02 0.01
C 0.146 3.258 -3.188 -0.14 -0.17 -0.08
C 0.284 4.648 -3.777 0.10 -0.09 0.08
O -1.067 4.951 -4.159 0.01 0.07 -0.06
H 0.823 3.057 -2.365 -0.57 0.17 -0.31
H 0.246 2.474 -3.942 -0.06 0.02 -0.11
H 0.610 5.381 -3.039 0.01 -0.01 0.03
H 0.932 4.695 -4.648 -0.08 0.01 -0.07
O 2.371 3.225 -1.534 0.67 0.23 0.44
C 2.920 2.168 -1.582 0.33 -0.41 0.15
O 2.611 1.188 -2.456 0.07 0.18 -0.09
C 3.612 0.161 -2.361 0.08 -0.12 0.08
C 4.161 0.389 -0.966 -0.02 -0.23 0.04
O 3.928 1.793 -0.776 -0.10 0.12 -0.02
H 3.152 -0.812 -2.489 -0.16 -0.01 0.00
H 4.357 0.328 -3.142 -0.01 0.04 0.02
H 3.604 -0.163 -0.207 -0.02 0.00 -0.02
H 5.222 0.177 -0.871 0.01 0.11 0.00
O -0.040 3.627 6.266 0.06 0.05 -0.02
C -0.702 2.918 6.959 0.04 -0.09 0.06
O -1.142 1.698 6.606 -0.06 0.02 -0.07
C -1.657 1.045 7.774 -0.06 -0.13 0.17
C -2.019 2.223 8.659 -0.05 -0.07 0.04
O -1.095 3.227 8.213 -0.03 0.04 0.03
H -2.501 0.415 7.509 -0.01 0.09 -0.15
H -0.859 0.439 8.199 0.00 -0.02 0.01
H -3.036 2.582 8.491 0.02 0.02 -0.03
H -1.868 2.035 9.718 0.09 0.04 0.00
O 1.435 0.336 8.002 0.03 -0.09 -0.03
C 2.014 1.130 8.672 -0.04 0.18 -0.05
O 1.591 1.562 9.880 0.00 -0.04 0.05
C 2.626 2.364 10.464 0.07 0.05 0.04
C 3.407 2.812 9.242 0.01 0.10 0.05
O 3.162 1.742 8.321 0.04 -0.02 -0.01
H 2.185 3.181 11.028 -0.10 -0.02 -0.05
H 3.218 1.735 11.131 0.01 0.00 -0.01
H 3.017 3.736 8.813 -0.03 -0.01 0.00
H 4.474 2.911 9.416 0.02 -0.09 -0.05
```
Forces are in eV/Å.

- Kohn-Sham gap (eV) = 8.48
- DFT total energy (eV) = -103009.1587
- structure (SMILES) = C[C@H](O)COC1=C(S)C(=O)OC1=O.O=C1OCCO1.O=C1OCCO1.O=C1OCCO1.O=C1OCCO1.O=C1OCCO1.O=C1OCCO1.O=C1OCCO1.O=C1OCCO1
- lowest unoccupied orbital energy (Eh) = -0.03202

[2]
The following is a DFT calculation (the ωB97M-V functional and the def2-TZVPD basis) of a structure of composition C31H41As3NO7Pt at a distorted geometry.

Structure (XYZ):
```
84
Properties=species:S:1:pos:R:3:forces:R:3
Pt 0.029 -0.010 0.695 -0.56 -1.60 0.68
C 3.487 -1.455 1.466 -0.19 -0.31 0.09
As 2.356 -0.239 0.463 0.15 0.97 0.56
C 3.080 -0.621 -1.282 -0.28 -0.31 -0.23
C 3.203 1.496 0.766 0.15 0.06 -0.07
C 2.963 2.254 2.080 -0.12 -0.03 0.17
C 3.166 1.298 3.266 0.05 0.15 -0.07
C 1.564 2.898 2.152 0.20 0.05 0.05
As 0.039 1.703 2.326 0.52 0.64 -0.70
C -1.427 2.950 2.381 -0.24 -0.08 -0.20
C 0.086 1.265 4.221 -0.23 -0.40 0.07
C 4.028 3.362 2.229 -0.03 -0.06 -0.08
As 4.313 4.927 1.043 0.06 0.11 0.03
C 3.898 4.334 -0.776 -0.03 -0.05 -0.03
C 2.668 5.963 1.319 -0.09 0.00 -0.03
H 4.526 -1.146 1.352 0.02 0.01 0.00
H 3.357 -2.450 1.041 0.02 0.00 0.01
H 3.223 -1.499 2.518 0.01 0.05 0.01
H 4.074 -0.183 -1.353 0.02 0.01 0.02
H 2.429 -0.219 -2.049 0.00 0.07 0.03
H 3.141 -1.702 -1.404 0.04 -0.01 0.00
H 2.859 2.090 -0.077 -0.01 -0.02 -0.07
H 4.280 1.339 0.642 0.02 -0.03 -0.01
H 2.456 0.474 3.221 0.03 -0.05 0.04
H 3.021 1.821 4.214 0.00 -0.02 0.00
H 4.175 0.879 3.256 -0.01 0.00 0.00
H 1.347 3.451 1.240 0.01 -0.02 -0.03
H 1.536 3.605 2.988 -0.01 -0.03 0.05
H -1.235 3.711 3.137 0.03 0.00 0.03
H -2.334 2.399 2.626 0.00 0.01 0.03
H -1.538 3.389 1.394 0.06 0.01 0.01
H 0.413 2.136 4.789 0.01 0.03 -0.04
H 0.730 0.418 4.436 0.01 0.01 0.00
H -0.929 1.002 4.521 0.00 0.02 0.02
H 5.013 2.884 2.266 0.01 -0.01 -0.02
H 3.897 3.835 3.209 0.01 0.00 0.01
H 4.556 3.524 -1.087 0.00 0.00 0.01
H 4.071 5.185 -1.436 0.00 0.01 0.01
H 2.860 4.031 -0.890 0.00 -0.02 -0.01
H 2.493 6.128 2.382 0.03 -0.01 0.01
H 1.797 5.481 0.877 0.00 0.00 0.01
H 2.804 6.933 0.840 0.02 0.01 0.01
O -4.887 -3.542 -0.446 -0.02 -0.03 -0.10
C -3.897 -2.861 -0.385 -0.02 0.03 0.07
C -2.457 -3.357 -0.301 0.11 -0.02 -0.03
O -2.074 -4.493 -0.481 -0.05 -0.04 0.06
C -1.682 -2.165 0.045 0.40 -0.27 0.08
C -2.464 -1.033 0.033 -0.44 0.49 0.27
O -1.957 0.135 0.319 -0.40 0.34 0.15
C -3.851 -1.336 -0.309 0.07 0.16 -0.19
O -4.773 -0.579 -0.521 -0.08 -0.05 0.15
O -0.435 -2.089 0.370 0.63 -0.01 -0.68
C 1.301 1.252 -8.727 0.04 0.00 0.08
C 2.090 1.116 -7.448 -0.01 0.02 0.00
C 3.302 0.436 -7.460 -0.02 0.01 0.02
C 4.024 0.260 -6.290 -0.04 -0.03 0.01
C 3.556 0.807 -5.110 0.06 -0.03 -0.02
C 2.360 1.523 -5.082 0.06 0.16 0.10
N 1.963 2.072 -3.844 -0.15 -0.05 -0.16
C 1.503 3.357 -3.637 0.22 -0.02 0.00
C 1.831 4.390 -4.529 -0.02 0.00 -0.02
C 1.417 5.688 -4.295 -0.01 -0.03 0.04
C 0.673 5.997 -3.161 0.04 -0.02 0.01
C 0.366 4.982 -2.268 0.02 0.04 -0.06
C 0.769 3.665 -2.474 -0.10 -0.03 0.05
C 0.440 2.647 -1.384 0.26 -0.16 -0.23
O -0.166 3.074 -0.390 -0.02 0.02 0.13
O 0.864 1.453 -1.543 -0.10 0.39 -0.01
C 1.592 1.648 -6.249 -0.03 -0.02 -0.06
C 0.233 2.295 -6.221 0.02 -0.05 0.01
H 1.882 0.892 -9.576 0.00 0.01 0.01
H 1.023 2.291 -8.915 -0.01 -0.02 -0.02
H 0.376 0.672 -8.684 0.00 0.02 -0.02
H 3.672 0.028 -8.394 0.00 0.00 0.00
H 4.957 -0.290 -6.302 0.00 0.00 0.01
H 4.115 0.700 -4.188 0.00 0.05 -0.02
H 1.714 1.456 -3.069 -0.08 -0.01 0.03
H 2.431 4.156 -5.401 -0.02 0.01 0.01
H 1.685 6.467 -5.000 0.01 -0.01 0.00
H 0.354 7.013 -2.969 -0.02 -0.01 -0.02
H -0.201 5.187 -1.370 0.01 -0.03 0.01
H -0.192 2.270 -5.220 0.01 0.01 -0.01
H -0.453 1.777 -6.892 0.01 0.00 0.01
H 0.274 3.343 -6.530 -0.01 -0.01 0.00
```
Forces are in eV/Å.

- Kohn-Sham gap (eV) = 6.79
- DFT total energy (eV) = -234400.0565
- lowest unoccupied orbital energy (Eh) = 0.07893
- charge = -1
- ΔE to the lowest compared entry with this formula, charge and spin (eV) = 1.027

Q: Among the records above, which one has the highest DFT total energy?
A: C31H40O29S

Q: Kohn-Sham gap of number 2 (C31H41As3NO7Pt)?
A: 6.79 eV